The following is a DFT calculation (ωB97M-V/def2-TZVPD) of C32H49F2InNO16 as an isolated structure.

```
101
Properties=species:S:1:pos:R:3:mulliken_charge:R:1
In 3.51187 -2.51559 -1.95687 1.494
F 0.71321 -1.85773 -3.30965 -0.289
F 5.31238 -3.29339 -1.30668 -0.776
O 4.63671 -6.63088 3.57473 -0.635
O -2.81383 1.18259 -2.33512 -0.386
O -3.46801 5.83725 -2.49010 -0.310
O -0.65429 -5.41509 -6.59538 -0.404
O 3.33875 0.60293 0.24578 -0.643
O 7.74576 -6.48653 7.38521 -0.371
O -0.47839 7.05545 -0.01621 -0.550
O -5.41848 6.04268 -1.38072 -0.615
O 4.70410 -4.74118 2.37167 -0.348
O -1.41535 0.00258 -1.02428 -0.532
O 3.23887 -3.20250 -3.88175 -0.899
O 8.52494 -8.16781 6.11304 -0.593
O -6.25580 2.24394 0.56276 -0.625
O -0.35110 -4.95225 -4.41516 -0.520
O -7.62073 3.40405 -0.79355 -0.357
O -2.05394 6.21680 1.35202 -0.270
N 3.69942 -0.35068 -1.92745 -0.688
C -8.66534 4.79816 0.78408 -0.533
C 0.16056 6.15466 2.14559 -0.513
C 5.64324 -4.09915 1.46912 -0.297
C -2.09663 5.69482 2.69376 -0.510
C -3.58696 2.39078 -2.19488 -0.444
C -7.02186 3.14886 0.39253 0.563
C 0.26808 -3.30198 -6.08716 -0.022
C -2.18997 0.90471 -1.16262 0.364
C 0.44388 -2.92620 -1.13133 -0.491
C -0.25805 -3.29261 -7.51903 -0.656
C -3.83981 2.53880 -0.70968 0.097
C -2.58466 1.92114 -0.10920 -0.481
C -3.69243 7.72326 -1.10588 -0.052
C 7.60532 -7.61621 6.64298 0.515
C -0.34619 -4.77514 -7.84057 -0.431
C 0.21425 -1.70580 -2.00730 -0.062
C 6.48384 -6.13017 7.97475 -0.443
C -4.32727 6.46546 -1.65608 0.460
C 3.51418 0.08065 -0.81575 0.667
C -2.20909 6.54687 -2.51839 -0.288
C 5.23995 -5.86638 2.86607 0.492
C -0.68983 5.19207 2.96840 -0.472
C -0.27632 -4.61234 -5.55683 0.527
C -8.38752 4.61865 -0.69974 -0.229
C 6.66217 -6.03541 2.36825 -0.290
C -7.42545 4.18553 1.41715 -0.374
C -0.77703 6.52991 1.01880 0.481
C -2.53810 7.95605 -2.06728 -0.674
C 5.43461 -6.80244 7.10593 -0.305
C 6.15723 -8.05940 6.64170 -0.328
C 1.87568 -3.07169 -0.56321 -1.229
C 7.00323 -4.63155 1.88293 -0.564
H -1.80039 6.51905 -3.52660 0.391
H 5.57349 -3.02008 1.57579 0.314
H -3.00608 3.22138 -2.60190 0.117
H 2.36205 -3.58895 -3.94615 0.283
H 1.35912 -3.33149 -6.05079 0.215
H -2.39069 6.50135 3.36969 0.285
H -2.83919 4.90150 2.74934 0.310
H -0.10556 -2.46280 -5.50883 0.063
H 7.73466 -4.60479 1.07762 0.324
H -6.61762 4.91221 1.51933 0.160
H -4.51278 2.29812 -2.75954 0.333
H 0.36948 -2.73869 -8.21609 0.358
H 5.20843 -6.17398 6.24313 0.046
H 0.08901 -3.81144 -1.67290 0.275
H -0.57570 4.17900 2.57933 0.232
H 0.58594 -0.77695 -1.57699 0.140
H -1.69173 8.47333 -1.62485 0.328
H -2.78219 1.43538 0.84333 0.325
H 7.31831 -6.36190 3.17251 0.206
H 4.50151 -6.99726 7.63224 0.367
H -9.54689 4.22021 1.06992 0.273
H -3.34385 7.52342 -0.09455 -0.094
H 5.38606 -4.36414 0.44639 0.225
H -9.30428 4.51844 -1.27787 0.342
H -2.88936 8.54840 -2.91622 0.336
H 6.46677 -6.49421 9.00573 0.246
H -0.24845 -2.81049 -0.28104 0.354
H -8.83943 5.83558 1.06558 0.339
H -4.01476 3.57078 -0.40411 0.196
H 6.38269 -5.04671 7.98404 0.340
H 6.66680 -6.76235 1.55459 0.282
H -1.77705 2.65023 -0.00518 0.148
H 0.60042 -5.17601 -8.21236 0.248
H 2.01110 -4.11416 -0.24376 0.351
H -1.13012 -4.99721 -8.56343 0.333
H 5.84409 -8.36404 5.64608 0.242
H 1.96167 -2.47247 0.35304 0.383
H -7.79529 5.43651 -1.11167 0.110
H 1.05804 5.67842 1.76040 0.328
H -7.64167 3.71991 2.37523 0.332
H 6.04105 -8.88370 7.34816 0.290
H -1.25607 -2.84916 -7.54023 0.290
H 0.41750 7.05627 2.70430 0.275
H -4.40078 8.54861 -1.10893 0.416
H -4.71064 1.95329 -0.42449 0.153
H 7.39831 -4.04352 2.71571 0.266
H -0.43922 5.17377 4.02727 0.348
H -0.85001 -1.57610 -2.10576 0.249
H -1.51653 6.04889 -1.84393 0.163
```

As for the max |F|: 1.24 eV Å⁻¹. As for the HOMO energy: -0.19580 Eh. Its net charge is -1. Its orbital gap is 6.9 eV. The calculation puts the electronic energy at -78842.59784 eV. As for the multiplicity: 1. Its LUMO energy is 1.54 eV.


The following is a DFT calculation (ωB97M-V/def2-TZVPD) of C32H50BN9S2TeTi as an isolated structure.

```
96
Properties=species:S:1:pos:R:3:mulliken_charge:R:1
Te -0.98075 0.78576 -2.56305 -0.043
Ti 0.02044 -0.03864 -0.09632 -0.331
S -0.57337 -4.28235 -2.11476 -0.260
S -2.67134 3.66309 -2.68673 -0.148
N -0.36213 -2.06566 -0.80123 1.476
N 0.65435 1.43565 1.35357 1.226
N 2.12650 -1.20340 1.12687 0.318
N -0.18637 -1.35347 2.22355 0.862
N 1.93878 -0.63054 -0.08613 0.778
N 1.05473 -3.79251 0.03524 -0.146
N -1.28411 -1.85021 -1.73709 -1.075
N 1.17728 0.70514 2.37105 0.031
N -1.11829 -0.75681 1.44160 0.129
C -0.78505 -2.23872 3.05751 0.743
C -0.07614 -3.03772 4.09345 -1.388
C -3.62370 -0.91159 1.13312 2.865
C 2.98261 -0.96124 -0.85770 -0.091
C -2.30733 -1.26887 1.76617 -0.067
C -1.52104 -2.84208 -2.53170 0.274
C 2.24329 1.05313 4.62595 -1.483
C -2.13557 -2.21436 2.78547 -1.757
C -0.72574 4.68844 1.75755 -1.924
C 0.75937 2.72096 1.71089 -0.546
C 2.89329 0.98342 -2.38974 -1.382
C -1.05382 4.86758 -4.24762 -0.613
C 1.36001 2.80822 2.97056 -0.956
C 4.51969 -0.84930 -2.83139 -2.406
C 1.53164 4.81188 0.64920 -1.954
C -2.23259 5.05207 -3.60503 -0.533
C 1.61214 1.51331 3.36105 0.146
C 3.86031 -1.76111 -0.11893 -1.242
C 3.81575 -2.66606 2.29289 -1.517
C -0.48210 3.60049 -3.98201 -0.110
C -3.70699 -3.56165 -3.52053 -1.067
C -1.21489 2.83138 -3.13286 -0.134
C 0.31340 3.92008 0.92929 2.549
C 3.29240 -1.89647 1.13059 0.736
C -2.42306 -2.75042 -3.70191 -0.504
C 0.10627 -3.29517 -0.82066 -0.170
C -0.30150 3.51069 -0.39469 -1.760
C -4.65291 -0.58495 2.22282 -1.983
C 3.12213 -0.52869 -2.29256 2.306
C -4.09535 -2.13107 0.32818 -1.431
C 2.08698 -1.30034 -3.11934 -1.281
C -3.47791 0.29132 0.20844 -1.561
B 1.25922 -0.81708 2.34035 -0.836
H -3.05825 1.14270 0.74916 0.255
H 0.28556 -2.38902 4.89116 0.233
H 1.92134 5.25269 1.56335 0.402
H 3.05813 -3.32958 2.70927 0.167
H -0.28229 5.09989 2.66100 0.402
H -0.64189 4.39362 -0.92841 0.651
H -2.87668 5.90832 -3.60521 0.421
H 1.11634 -3.31778 0.92449 -0.125
H 4.70407 -1.92051 -2.82549 0.432
H 5.28912 -0.35795 -2.24020 0.464
H 1.08802 -1.12699 -2.71930 -0.042
H -1.54700 4.03407 2.04249 0.325
H -5.61139 -0.35766 1.76110 0.502
H 1.94664 1.25547 -1.91176 0.046
H 1.75728 -1.23036 3.33012 -0.104
H -4.26990 -3.19126 -2.66758 0.238
H -2.81931 0.03261 -0.62345 -0.052
H 1.10233 -4.79563 0.09707 0.327
H -1.89231 -3.10637 -4.58893 0.426
H -1.15557 2.84651 -0.23761 0.156
H 3.15993 0.49876 4.43089 0.236
H -1.13100 5.50690 1.16861 0.446
H -4.21169 -2.99738 0.97594 0.323
H 2.29756 -2.36779 -3.07737 0.370
H -4.33019 0.27950 2.79972 0.411
H -4.79416 -1.42170 2.90135 0.309
H 0.45231 3.27309 -4.40730 0.434
H 2.86680 1.29255 -3.43205 0.367
H -3.47621 -4.61308 -3.35802 0.330
H -0.76468 -3.76105 4.52311 0.420
H 2.10965 -0.97680 -4.15685 0.490
H 2.32371 4.23429 0.17670 0.351
H -2.65759 -1.69055 -3.83810 0.119
H 1.57260 0.41039 5.19409 0.254
H -4.32613 -3.47760 -4.40964 0.405
H 0.78058 -3.57090 3.68372 0.218
H 4.78027 -2.19363 -0.45439 0.605
H 4.59927 -0.49851 -3.85838 0.430
H 3.70185 1.51380 -1.88882 0.405
H 2.48670 1.92122 5.23232 0.424
H 1.24604 5.61409 -0.02641 0.458
H 4.14661 -2.00028 3.09051 0.226
H -4.44882 0.57562 -0.19214 0.494
H -2.89833 -2.80193 3.25408 0.549
H 0.44352 3.00631 -1.01186 0.140
H -5.05165 -1.92319 -0.14532 0.552
H -0.60588 5.61144 -4.88597 0.376
H -3.36828 -2.37051 -0.44505 -0.019
H 4.66356 -3.26604 1.97056 0.444
H 1.58087 3.69808 3.52140 0.571
```

As for the max |F|: 2.35 eV Å⁻¹. The value obtained for the energy above the lowest of the compared OMol25 structures with the same formula, charge and spin is 0.000 eV. As for the HOMO energy (alpha / beta): -0.19971 / -0.23690 Eh. Its net charge is 0. Its orbital gap (alpha / beta) is 5.5 / 6.5 eV. The calculation puts the electronic energy at -100165.52374 eV. As for the multiplicity: 3. Its LUMO energy (alpha / beta) is 0.04 / 0.03 eV.


> Which value of max |F| does entry 2 give?

2.35 eV Å⁻¹